# C3H6O2

A structure of composition C3H6O2 (ωB97M-V/def2-TZVPD, OMol25).

Element x y z (Å)
1 O -0.50 -0.19 -1.69
2 C 0.16 0.72 -0.84
3 C -0.21 0.35 0.58
4 C 0.28 -1.01 0.97
5 O -0.17 -1.48 2.10
6 H -0.13 -0.11 -2.57
7 H -0.14 1.76 -1.05
8 H 1.25 0.66 -0.96
9 H -1.30 0.38 0.72
10 H 0.22 1.06 1.30
11 H 0.53 -2.14 1.45

Results
F_max ... 0.58 eV Å⁻¹
ΔE to the lowest compared entry with this formula, charge and spin ... 453.8 kJ/mol
Orbital gap ... 9.50 eV
HOMO level ... -0.3157 Eh